This record from the Open Molecules 2025 dataset describes 2 unconnected molecules or ions with the total composition CH5ClOSi at a distorted geometry. The level of theory is ωB97M-V/def2-TZVPD.

Each line ends with the Löwdin charge.
Element x y z (Å)
C 1.745377 -0.555199 0.184772  -0.213
Si -0.013266 -0.048053 -0.239890  0.587
O -1.138565 -1.033564 0.011014  -0.493
H 1.978830 -1.633925 0.116292  0.051
H 2.518176 0.026548 -0.342790  0.029
H 1.979138 -0.290553 1.151120  -0.017
H -0.453242 1.310731 -0.628057  -0.042
Cl -3.322503 0.561148 0.156270  0.376
H -3.293945 1.662865 -0.408733  -0.276

Atoms 1-6, force components in eV/Å:
0.3 0.1 -2.4
0.0 -0.9 0.7
0.5 -0.7 -0.1
-0.5 0.5 -0.3
-0.3 -0.3 -0.4
0.0 0.6 2.7

Summary:
* calculated total energy: -23565.0309 eV
* ΔE to the lowest compared entry with this formula, charge and spin: 69.6 kcal per mole
* charge: 0
* SMILES string: C[SiH]=O.Cl
* HOMO level: -9.67 eV